Entry 1:
45
Properties=species:S:1:pos:R:3 method="wB97M-V/def2-TZVPD" e_homo_ev=-8.91 homo_lumo_gap_ev=9.01 charge=0 total_energy_ev=-61034.2655 smiles="CN(C)CCCN[C@H](NC(=O)/C=C/c1ccccc1)C(Cl)(Cl)Cl"
C 1.712 0.697 -1.184
N 0.294 0.664 -1.499
C -0.073 -0.632 -2.049
C -0.090 1.717 -2.433
C 0.119 3.151 -1.932
C -0.437 3.452 -0.538
N -1.833 3.059 -0.377
C -2.103 2.222 0.756
N -1.200 1.103 0.909
C -0.574 0.874 2.100
O -0.772 1.549 3.092
C 0.344 -0.284 2.085
C 0.073 -1.407 1.414
C 0.887 -2.611 1.361
C 2.167 -2.688 1.914
C 2.905 -3.851 1.821
C 2.385 -4.961 1.174
C 1.118 -4.900 0.617
C 0.379 -3.737 0.707
C -3.539 1.682 0.647
Cl -3.951 0.730 2.081
Cl -4.690 3.010 0.465
Cl -3.666 0.624 -0.778
H 1.943 -0.125 -0.508
H 1.957 1.631 -0.684
H 2.338 0.601 -2.083
H 0.246 -1.415 -1.365
H 0.393 -0.814 -3.028
H -1.156 -0.682 -2.166
H 0.461 1.612 -3.384
H -1.150 1.562 -2.661
H 1.182 3.396 -1.932
H -0.366 3.811 -2.655
H -0.368 4.532 -0.362
H 0.177 2.955 0.219
H -2.178 2.628 -1.226
H -2.034 2.817 1.683
H -0.788 0.727 0.049
H 1.199 -0.190 2.736
H -0.854 -1.460 0.854
H 2.587 -1.831 2.417
H 3.894 -3.894 2.254
H 2.965 -5.869 1.105
H 0.707 -5.761 0.111
H -0.610 -3.694 0.272

---

Entry 2:
50
Properties=species:S:1:pos:R:3 method="wB97M-V/def2-TZVPD" e_homo_ev="-15.83 / -15.84" homo_lumo_gap_ev="5.57 / 3.76" charge=+3 relative_energy_kj_mol=255.7 total_energy_ev=-246974.2312 multiplicity=4
Tc 0.289 -0.141 -0.771
C -2.694 0.202 4.822
C -2.146 1.588 4.528
S -2.566 2.103 2.840
C -0.869 2.786 2.407
C -0.146 1.782 1.599
S -1.143 0.480 0.815
C -1.043 -0.784 2.087
C -2.382 -1.344 2.459
S -3.672 -0.386 3.276
H -3.501 0.198 5.619
H -1.858 -0.550 5.053
H -1.086 1.564 4.575
H -2.622 2.318 5.210
H -0.456 3.142 3.363
H -1.160 3.675 1.814
H 0.770 1.335 2.033
H 0.282 2.347 0.715
H -0.604 -0.286 3.001
H -0.448 -1.632 1.679
H -2.245 -2.217 3.117
H -2.948 -1.876 1.644
C -2.995 1.721 -1.777
Se -1.044 1.323 -2.416
C -1.512 -0.038 -3.665
C -2.021 -1.338 -3.045
Se -0.623 -2.112 -1.829
C 0.940 -2.094 -3.048
H -3.618 1.840 -2.610
H -2.956 2.602 -1.185
H -3.308 0.758 -1.293
H -0.629 -0.237 -4.368
H -2.143 0.458 -4.394
H -2.174 -2.169 -3.743
H -2.819 -1.254 -2.268
H 0.680 -2.673 -3.902
H 1.732 -2.602 -2.418
H 1.162 -1.074 -3.273
Cl 7.375 -1.159 -0.604
C 5.794 -1.015 -1.195
C 4.768 -1.572 -0.440
Cl 4.871 -2.964 0.518
C 3.523 -1.042 -0.501
Cl 2.199 -1.541 0.607
C 3.182 -0.099 -1.505
O 1.993 0.513 -1.425
C 4.130 0.231 -2.516
Cl 3.646 1.227 -3.805
C 5.467 -0.229 -2.321
Cl 6.628 0.234 -3.462

---

Entry 3:
43
Properties=species:S:1:pos:R:3 method="wB97M-V/def2-TZVPD" e_homo_ev=-7.76 homo_lumo_gap_ev=8.33 charge=0 total_energy_ev=-44777.5440 smiles="S=C(NC1CCCC1)N1CCN(c2cccc(Cl)c2)CC1"
S -2.879 1.826 1.502
C -1.443 1.112 1.932
N -1.207 0.912 3.259
C 0.071 1.034 3.942
C 1.014 2.097 3.338
C 1.647 2.835 4.531
C 1.251 2.023 5.766
C -0.121 1.475 5.394
N -0.512 0.734 1.016
C 0.238 -0.499 1.138
C -0.477 -1.601 0.331
N -0.634 -1.237 -1.056
C 0.338 -1.546 -1.991
C 1.562 -2.135 -1.651
C 2.477 -2.487 -2.624
C 2.223 -2.265 -3.965
C 1.009 -1.691 -4.306
Cl 0.639 -1.415 -5.975
C 0.076 -1.341 -3.352
C -1.395 -0.009 -1.163
C -0.695 1.107 -0.373
H -1.989 1.250 3.806
H 0.576 0.059 3.950
H 0.442 2.786 2.716
H 1.770 1.633 2.707
H 2.728 2.920 4.430
H 1.237 3.842 4.607
H 1.949 1.199 5.919
H 1.229 2.627 6.671
H -0.863 2.275 5.439
H -0.447 0.658 6.037
H 0.307 -0.805 2.178
H 1.243 -0.333 0.737
H 0.049 -2.551 0.418
H -1.482 -1.730 0.750
H 1.820 -2.316 -0.619
H 3.414 -2.935 -2.328
H 2.939 -2.531 -4.724
H -0.867 -0.931 -3.675
H -1.501 0.299 -2.200
H -2.391 -0.173 -0.741
H -1.285 2.023 -0.416
H 0.297 1.288 -0.800

---

Entry 4:
52
Properties=species:S:1:pos:R:3 method="wB97M-V/def2-TZVPD" e_homo_ev="-9.57 / -9.58" homo_lumo_gap_ev="6.86 / 6.77" charge=+1 relative_energy_kj_mol=0.0 total_energy_ev=-106211.8355 multiplicity=2
Ti 0.158 1.013 -0.342
C -3.921 -2.336 -1.523
N -3.499 -1.006 -1.104
C -4.498 0.049 -1.255
C -2.282 -0.715 -0.671
O -1.930 0.434 -0.358
C -1.252 -1.833 -0.511
O -0.046 -1.261 -0.033
C 0.459 -1.699 1.228
C 0.488 -0.502 2.170
O 0.228 0.613 1.684
N 0.782 -0.658 3.448
C 1.175 -1.939 4.023
C 0.963 0.520 4.302
H -4.768 -2.659 -0.917
H -3.123 -3.064 -1.420
H -4.229 -2.307 -2.569
H -5.431 -0.281 -0.801
H -4.671 0.247 -2.313
H -4.152 0.951 -0.763
H -1.042 -2.307 -1.473
H -1.618 -2.594 0.179
H 1.477 -2.064 1.074
H -0.158 -2.508 1.617
H 0.688 -2.769 3.518
H 0.869 -1.955 5.066
H 2.258 -2.068 3.973
H 0.649 1.408 3.764
H 2.018 0.614 4.564
H 0.373 0.393 5.208
O 6.413 0.972 3.492
C 5.440 1.270 2.863
S 4.341 2.594 3.321
C 3.210 2.385 1.999
C 3.467 1.426 1.095
S 2.593 0.865 -0.330
S 4.933 0.490 1.359
S 1.872 3.523 2.029
O -0.236 2.781 -0.455
H -0.860 3.505 -0.446
H 1.603 3.429 0.720
I 2.012 -1.812 -2.636
C 0.864 -0.233 -3.365
C 0.845 -0.101 -4.752
C 0.040 0.861 -5.326
C -0.756 1.646 -4.504
C -0.672 1.456 -3.143
N 0.148 0.555 -2.559
H 1.457 -0.755 -5.355
H 0.023 0.982 -6.401
H -1.424 2.398 -4.898
H -1.279 2.048 -2.475

---

Entry 5:
44
Properties=species:S:1:pos:R:3 method="wB97M-V/def2-TZVPD" e_homo_ev=-7.89 homo_lumo_gap_ev=8.51 charge=0 relative_energy_kj_mol=0.0 total_energy_ev=-45696.0401 smiles="CCCSc1nc2sc3c(c2c(=O)n1CC)CC(C)(C)OC3"
C 3.839 2.395 1.558
C 4.923 2.263 0.497
C 4.444 1.515 -0.737
S 4.050 -0.231 -0.384
C 2.307 -0.176 -0.213
N 1.715 0.951 -0.455
C 0.382 0.971 -0.307
S -0.579 2.386 -0.581
C -2.017 1.492 -0.163
C -1.769 0.197 0.158
C -0.383 -0.120 0.081
C 0.269 -1.380 0.317
O -0.263 -2.427 0.624
N 1.675 -1.318 0.157
C 2.406 -2.556 0.364
C 2.614 -3.307 -0.946
C -2.878 -0.723 0.545
C -4.217 -0.170 0.021
C -5.385 -0.858 0.726
C -4.318 -0.382 -1.494
O -4.340 1.213 0.369
C -3.388 2.077 -0.199
H 4.196 2.994 2.391
H 3.555 1.417 1.940
H 2.954 2.869 1.139
H 5.792 1.752 0.918
H 5.243 3.258 0.176
H 5.221 1.482 -1.501
H 3.530 1.948 -1.139
H 3.365 -2.322 0.832
H 1.801 -3.162 1.044
H 3.154 -4.229 -0.754
H 1.652 -3.551 -1.389
H 3.188 -2.705 -1.647
H -2.686 -1.723 0.155
H -2.913 -0.795 1.636
H -6.326 -0.519 0.301
H -5.308 -1.936 0.616
H -5.375 -0.603 1.782
H -3.422 -0.030 -2.001
H -5.180 0.154 -1.885
H -4.438 -1.441 -1.706
H -3.438 2.999 0.391
H -3.657 2.332 -1.239

---

Entry 6:
44
Properties=species:S:1:pos:R:3 method="wB97M-V/def2-TZVPD" e_homo_ev=-8.11 homo_lumo_gap_ev=8.59 charge=0 relative_energy_kj_mol=0.0 total_energy_ev=-36908.8080 smiles="CCOC(=O)c1sc(C)c2c1NC1(CCCCCC1)NC2=O"
C 2.195 0.914 3.757
C 1.050 1.828 3.361
O 0.412 1.275 2.210
C -0.629 2.001 1.709
O -0.987 3.045 2.203
C -1.202 1.385 0.540
S -2.526 2.183 -0.276
C -2.586 0.959 -1.493
C -3.569 1.027 -2.600
C -1.640 -0.012 -1.280
C -0.849 0.222 -0.118
N 0.086 -0.678 0.275
C 0.699 -1.533 -0.719
C 1.253 -2.797 -0.036
C 2.256 -2.558 1.095
C 3.716 -2.444 0.650
C 3.955 -1.643 -0.633
C 3.051 -0.421 -0.806
C 1.752 -0.749 -1.538
N -0.352 -1.965 -1.627
C -1.425 -1.240 -2.054
O -2.130 -1.643 -2.960
H 2.920 0.842 2.950
H 2.689 1.313 4.638
H 1.820 -0.082 3.984
H 1.407 2.835 3.119
H 0.312 1.915 4.167
H -4.573 1.176 -2.208
H -3.341 1.866 -3.257
H -3.529 0.103 -3.170
H 0.662 -0.386 1.050
H 1.705 -3.436 -0.795
H 0.386 -3.323 0.372
H 1.974 -1.668 1.657
H 2.188 -3.395 1.793
H 4.278 -1.988 1.469
H 4.125 -3.446 0.502
H 4.998 -1.323 -0.635
H 3.824 -2.293 -1.501
H 3.582 0.321 -1.406
H 2.841 0.040 0.160
H 1.273 0.179 -1.862
H 1.986 -1.325 -2.436
H -0.183 -2.817 -2.141

---

Entry 7:
46
Properties=species:S:1:pos:R:3 method="wB97M-V/def2-TZVPD" e_homo_ev=-8.93 homo_lumo_gap_ev=9.40 charge=0 relative_energy_kj_mol=184.3 total_energy_ev=-41001.2198 smiles="COc1ccc(S(=O)(=O)N2CCOCC2)cc1C(=O)N1CCCC1"
C 3.271 3.309 1.083
O 2.889 2.184 0.323
C 1.581 2.011 0.020
C 0.542 2.799 0.509
C -0.768 2.511 0.162
C -1.040 1.450 -0.676
S -2.724 1.032 -1.088
O -3.599 1.987 -0.461
O -2.853 0.818 -2.498
N -2.806 -0.480 -0.346
C -3.648 -1.464 -1.001
C -5.114 -1.266 -0.611
O -5.270 -1.301 0.792
C -4.519 -0.279 1.410
C -3.028 -0.420 1.085
C -0.019 0.670 -1.188
C 1.290 0.936 -0.839
C 2.417 0.132 -1.438
O 2.810 0.317 -2.572
N 2.930 -0.805 -0.625
C 2.456 -1.135 0.705
C 3.388 -2.259 1.164
C 3.819 -2.914 -0.148
C 3.973 -1.712 -1.072
H 2.969 4.241 0.597
H 2.856 3.270 2.095
H 4.358 3.268 1.137
H 0.742 3.637 1.159
H -1.587 3.108 0.531
H -3.515 -1.337 -2.075
H -3.306 -2.457 -0.694
H -5.738 -2.069 -1.006
H -5.460 -0.298 -1.005
H -4.693 -0.380 2.483
H -4.864 0.706 1.067
H -2.471 0.434 1.472
H -2.634 -1.343 1.524
H -0.260 -0.135 -1.864
H 1.414 -1.474 0.661
H 2.506 -0.265 1.365
H 4.258 -1.839 1.670
H 2.892 -2.952 1.841
H 3.031 -3.573 -0.516
H 4.738 -3.485 -0.051
H 4.954 -1.239 -0.949
H 3.831 -1.939 -2.130

---

Entry 8:
44
Properties=species:S:1:pos:R:3 method="wB97M-V/def2-TZVPD" e_homo_ev="-6.74 / -7.68" homo_lumo_gap_ev="7.50 / 7.57" charge=0 relative_energy_kj_mol=0.0 total_energy_ev=-33482.4125 multiplicity=3
Pd -0.447 0.552 -0.647
N -0.094 -1.366 -0.163
C -0.737 -2.436 -0.667
C -0.408 -3.733 -0.196
C -1.049 -4.856 -0.674
C -2.035 -4.740 -1.653
C -2.371 -3.480 -2.146
C -1.743 -2.353 -1.662
H 0.364 -3.809 0.560
H -0.783 -5.833 -0.291
H -2.533 -5.623 -2.032
H -3.130 -3.388 -2.913
H -1.989 -1.365 -2.040
C -3.693 2.606 1.223
Sb -2.692 0.811 0.657
C -2.759 -0.188 2.536
C -4.374 -0.168 -0.219
H -4.667 2.381 1.654
H -3.820 3.234 0.343
H -3.086 3.140 1.953
H -3.789 -0.295 2.875
H -2.189 0.376 3.272
H -2.305 -1.170 2.415
H -5.173 -0.245 0.517
H -4.079 -1.164 -0.546
H -4.726 0.400 -1.079
N 2.548 0.853 -3.600
C 2.038 0.829 -2.347
N 0.820 1.308 -2.282
C 0.497 1.665 -3.591
C -0.672 2.220 -4.106
C -0.716 2.479 -5.459
C 0.380 2.195 -6.294
C 1.544 1.645 -5.796
C 1.574 1.389 -4.429
H 3.462 0.534 -3.866
H 2.584 0.466 -1.486
H -1.509 2.428 -3.452
H -1.609 2.909 -5.892
H 0.309 2.411 -7.351
H 2.384 1.427 -6.440
O 2.434 -0.236 0.395
H 2.347 0.120 1.283
H 1.642 -0.811 0.291

---

Entry 9:
40
Properties=species:S:1:pos:R:3 method="wB97M-V/def2-TZVPD" e_homo_ev="-9.23 / -11.26" homo_lumo_gap_ev="6.27 / 6.98" charge=+1 total_energy_ev=-20557.5256 multiplicity=4
C 3.915 -1.507 -2.331
C 3.335 -2.805 -2.677
C 3.962 -0.455 -3.341
C 4.774 -1.402 -1.152
H 4.822 -0.584 -4.037
H 4.080 0.559 -2.906
H 3.059 -0.433 -3.987
H 4.061 -3.455 -3.214
H 2.456 -2.721 -3.348
H 3.016 -3.386 -1.787
H 5.815 -1.735 -1.368
H 4.429 -2.034 -0.308
H 4.864 -0.365 -0.773
C -2.186 0.235 -1.121
C -1.187 0.823 -1.954
C -0.326 -0.238 -2.412
H -1.161 1.853 -2.277
C -0.788 -1.480 -1.824
C -1.920 -1.192 -1.021
H -2.543 -1.896 -0.485
H -3.030 0.757 -0.668
H 0.476 -0.139 -3.143
H -0.379 -2.461 -2.035
C 0.977 0.940 2.065
C 0.213 1.991 1.422
C 0.824 2.278 0.156
H -0.639 2.516 1.855
C 1.985 1.431 0.026
C 2.067 0.603 1.212
H 2.864 -0.098 1.437
H 0.791 0.552 3.059
H 0.531 3.067 -0.523
H 2.714 1.464 -0.782
Re -0.117 0.173 -0.021
C -3.719 0.657 2.747
C -2.571 0.460 1.901
N -1.671 0.275 1.291
H -4.544 1.261 2.272
H -3.496 1.202 3.705
H -4.225 -0.291 3.075

---

Entry 10:
44
Properties=species:S:1:pos:R:3 method="wB97M-V/def2-TZVPD" e_homo_ev="-12.18 / -13.16" homo_lumo_gap_ev="8.89 / 8.02" charge=+1 relative_energy_kj_mol=6.9 total_energy_ev=-29762.2183 multiplicity=2
Ru -0.247 -0.526 -0.391
C 0.780 -4.980 -0.454
C 0.270 -3.756 0.318
C -0.895 -4.138 1.224
C -0.069 -2.671 -0.679
C -1.404 -2.248 -0.960
C -1.669 -1.239 -1.879
C -0.620 -0.589 -2.588
C -0.907 0.537 -3.544
C 0.687 -0.970 -2.300
C 0.962 -1.991 -1.345
H 1.046 -5.775 0.244
H 1.661 -4.746 -1.053
H 0.004 -5.362 -1.121
H 1.090 -3.377 0.936
H -1.698 -4.610 0.653
H -1.299 -3.277 1.759
H -0.558 -4.864 1.963
H -2.224 -2.666 -0.394
H -2.691 -0.917 -2.025
H -0.790 1.502 -3.051
H -1.927 0.476 -3.918
H -0.220 0.504 -4.387
H 1.510 -0.424 -2.738
H 1.989 -2.167 -1.053
O 2.308 2.507 0.420
C 1.555 1.606 0.404
O 1.519 0.357 0.305
C -0.258 2.209 0.610
O -0.304 3.158 1.301
O -0.977 1.422 -0.039
C -0.758 -0.691 4.002
C -2.045 -0.005 3.544
C -2.186 -0.451 2.097
O -0.834 -0.846 1.668
C 0.102 -0.604 2.763
H -0.940 -1.733 4.272
H -0.295 -0.190 4.849
H -1.944 1.078 3.606
H -2.909 -0.301 4.134
H -2.545 0.330 1.436
H -2.810 -1.338 1.994
H 0.541 0.389 2.661
H 0.885 -1.354 2.684